{
  "formula": "C38H32N4P2S2TeTi",
  "method": "the ωB97M-V functional and the def2-TZVPD basis",
  "species": ["Ti", "C", "S", "C", "S", "N", "N", "C", "C", "C", "C", "C", "C", "N", "H", "H", "H", "H", "H", "H", "H", "H", "Te", "C", "C", "C", "N", "C", "C", "C", "P", "C", "C", "C", "C", "C", "C", "C", "C", "C", "C", "C", "C", "P", "C", "C", "C", "C", "C", "C", "C", "C", "C", "C", "C", "C", "H", "H", "H", "H", "H", "H", "H", "H", "H", "H", "H", "H", "H", "H", "H", "H", "H", "H", "H", "H", "H", "H", "H", "H"],
  "positions_angstrom": [[0.215, 0.380, 0.226], [1.203, 5.752, 1.539], [1.051, 4.433, 2.761], [1.015, 3.055, 1.626], [-0.528, 2.609, 0.931], [2.139, 2.481, 1.387], [1.930, 1.397, 0.517], [2.914, 1.186, -0.339], [2.713, 0.158, -1.297], [3.678, -0.203, -2.256], [3.415, -1.236, -3.114], [2.186, -1.915, -3.008], [1.278, -1.494, -2.077], [1.502, -0.461, -1.235], [1.111, 6.692, 2.080], [0.397, 5.688, 0.809], [2.168, 5.717, 1.039], [3.806, 1.801, -0.317], [4.613, 0.337, -2.292], [4.144, -1.532, -3.855], [1.944, -2.753, -3.646], [0.320, -1.986, -1.959], [-1.742, -3.923, -0.259], [-3.375, -4.828, 0.706], [-4.540, -4.125, 0.974], [-5.566, -4.775, 1.643], [-5.511, -6.042, 2.049], [-4.391, -6.705, 1.777], [-3.302, -6.152, 1.118], [-2.033, -2.001, 0.533], [-2.083, -0.716, -0.755], [-3.272, 0.547, -0.113], [-3.261, 1.831, -0.645], [-4.204, 2.769, -0.253], [-5.174, 2.431, 0.681], [-5.204, 1.146, 1.207], [-4.264, 0.210, 0.802], [-3.030, -1.233, -2.231], [-4.415, -1.125, -2.316], [-5.090, -1.617, -3.423], [-4.398, -2.217, -4.463], [-3.015, -2.313, -4.400], [-2.344, -1.827, -3.291], [-0.515, -1.708, 1.508], [-0.775, -0.341, 2.733], [0.376, 0.217, 3.281], [0.287, 1.181, 4.279], [-0.958, 1.582, 4.732], [-2.113, 1.000, 4.213], [-2.025, 0.043, 3.223], [-0.387, -3.041, 2.736], [-1.519, -3.447, 3.436], [-1.423, -4.466, 4.366], [-0.200, -5.080, 4.609], [0.930, -4.674, 3.916], [0.833, -3.659, 2.973], [-4.643, -3.087, 0.685], [-6.486, -4.244, 1.865], [-4.349, -7.735, 2.117], [-2.415, -6.751, 0.958], [-2.504, 2.115, -1.371], [-4.173, 3.767, -0.668], [-5.904, 3.165, 0.997], [-5.966, 0.871, 1.925], [-4.297, -0.809, 1.180], [-4.978, -0.647, -1.527], [-6.168, -1.529, -3.470], [-4.932, -2.601, -5.321], [-2.461, -2.772, -5.208], [-1.265, -1.897, -3.262], [1.360, -0.096, 2.934], [1.188, 1.626, 4.679], [-1.035, 2.349, 5.491], [-3.083, 1.307, 4.584], [-2.917, -0.408, 2.809], [-2.477, -2.982, 3.234], [-2.307, -4.787, 4.900], [-0.131, -5.879, 5.335], [1.884, -5.150, 4.097], [1.712, -3.352, 2.419]],
  "mulliken_spin": [1.30, 0.00, 0.00, 0.04, -0.04, -0.01, 0.10, 0.18, 0.14, 0.01, 0.06, 0.07, 0.05, 0.06, 0.00, 0.00, 0.00, 0.02, 0.00, 0.01, 0.00, 0.01, 0.00, 0.00, 0.00, 0.00, 0.00, 0.00, 0.00, -0.03, 0.06, -0.02, -0.01, 0.00, 0.00, 0.00, 0.02, 0.00, 0.00, 0.00, 0.00, 0.00, 0.00, -0.03, -0.01, 0.00, 0.01, 0.00, 0.00, 0.03, -0.01, 0.00, 0.00, 0.00, 0.00, 0.01, 0.00, 0.00, 0.00, 0.00, 0.00, 0.00, 0.00, 0.00, 0.00, 0.00, 0.00, 0.00, 0.00, 0.00, 0.00, 0.00, 0.00, 0.00, 0.00, 0.00, 0.00, 0.00, 0.00, 0.00],
  "spin_multiplicity": 3,
  "s_squared": 2.024,
  "e_homo_ev": [-6.84, -7.07],
  "gap_ha": [0.2336, 0.2211],
  "max_force_ev_per_a": 1.55
}